[1]
Below is a 15-piece molecular cluster, C15H60N20O15 overall in a non-equilibrium geometry, with properties calculated with ωB97M-V/def2-TZVPD.

Geometry as XYZ:
```
110
Properties=species:S:1:pos:R:3:lowdin_charge:R:1
C 5.565 -6.185 4.455 -0.1800
O 5.032 -5.339 3.453 -0.1076
H 6.541 -6.601 4.208 0.0705
H 5.811 -5.643 5.368 0.0691
H 4.921 -7.010 4.760 0.0771
H 4.223 -5.757 3.151 0.0705
C -2.785 -6.973 3.979 -0.1980
O -1.952 -6.219 3.200 -0.1250
H -3.006 -7.909 3.464 0.0849
H -2.369 -7.092 4.979 0.0756
H -3.647 -6.315 4.088 0.0801
H -1.996 -5.294 3.453 0.0822
C -6.416 -2.085 0.308 -0.1637
O -6.802 -2.587 -0.967 -0.1281
H -5.624 -2.778 0.592 0.0747
H -5.967 -1.091 0.285 0.0720
H -7.203 -2.150 1.058 0.0784
H -7.762 -2.588 -0.960 0.0667
C 5.776 -4.567 -5.073 -0.1818
O 4.946 -3.632 -4.397 -0.1070
H 5.578 -5.629 -5.214 0.0716
H 6.112 -4.224 -6.051 0.0698
H 6.716 -4.632 -4.525 0.0721
H 4.138 -3.411 -4.866 0.0751
C 7.271 2.941 -4.078 -0.1386
O 6.444 1.938 -4.719 -0.1466
H 8.236 2.995 -4.583 0.0721
H 6.840 3.942 -4.062 0.0742
H 7.275 2.561 -3.056 0.0778
H 6.686 1.130 -4.262 0.0611
C -1.767 -3.953 -5.072 -0.8389
O -0.706 -4.128 -5.593 0.0566
N -2.145 -2.933 -4.392 0.1633
N -2.797 -4.726 -5.239 0.1492
H -1.523 -2.185 -4.121 0.1258
H -3.113 -2.936 -4.102 0.1090
H -3.718 -4.592 -4.846 0.1130
H -2.533 -5.484 -5.852 0.1221
C 2.855 -9.115 0.098 -0.8400
O 3.902 -9.446 -0.381 0.0481
N 2.197 -8.101 -0.321 0.1655
N 2.221 -9.823 1.003 0.1589
H 2.751 -7.466 -0.877 0.1251
H 1.278 -7.792 -0.036 0.1152
H 1.257 -9.580 1.183 0.1079
H 2.771 -10.603 1.332 0.1198
C 10.326 -1.442 0.177 -0.8161
O 9.750 -0.422 0.385 0.0603
N 11.507 -1.520 -0.402 0.1545
N 9.856 -2.612 0.505 0.1572
H 11.846 -2.454 -0.583 0.0994
H 11.814 -0.774 -1.009 0.1164
H 10.306 -3.506 0.370 0.1086
H 9.054 -2.591 1.119 0.1197
C -1.125 -2.415 8.621 -0.8650
O -2.228 -2.490 8.166 0.0539
N -0.820 -2.014 9.800 0.1664
N -0.076 -2.756 7.996 0.1633
H -1.527 -1.613 10.398 0.1276
H 0.172 -1.989 9.991 0.1096
H -0.175 -3.250 7.121 0.1296
H 0.842 -2.536 8.357 0.1146
C 1.428 5.399 -6.099 -0.8267
O 1.666 5.609 -4.957 0.0778
N 1.852 4.436 -6.835 0.1520
N 0.568 6.065 -6.840 0.1420
H 1.470 4.156 -7.727 0.1132
H 2.590 3.862 -6.453 0.1223
H -0.042 6.706 -6.354 0.1158
H 0.449 5.907 -7.831 0.1038
C -2.301 10.280 -1.232 -0.8200
O -1.298 10.806 -0.792 0.0291
N -2.774 9.169 -0.824 0.1608
N -3.100 10.828 -2.109 0.1570
H -3.727 8.883 -0.993 0.1156
H -2.320 8.674 -0.069 0.1267
H -2.857 11.749 -2.445 0.1223
H -3.834 10.208 -2.421 0.1086
C -5.695 4.292 -4.564 -0.7437
O -5.866 5.462 -4.191 0.0001
N -5.374 3.867 -5.782 0.1592
N -5.738 3.339 -3.672 0.1452
H -5.228 2.870 -5.711 0.0958
H -4.969 4.483 -6.473 0.1208
H -5.835 3.443 -2.672 0.1235
H -5.647 2.377 -3.967 0.0989
C -1.463 4.896 5.891 -0.7605
O -1.888 5.169 4.800 0.0412
N -1.734 3.695 6.452 0.1382
N -0.712 5.648 6.672 0.1552
H -1.411 3.521 7.393 0.0922
H -2.354 3.067 5.962 0.1104
H -0.377 6.529 6.311 0.1193
H -0.555 5.384 7.634 0.1040
C -8.913 5.669 2.431 -0.8522
O -8.825 6.674 1.740 0.0182
N -7.924 4.969 2.711 0.1825
N -10.080 5.345 2.888 0.1641
H -6.958 5.263 2.728 0.1369
H -8.163 3.997 2.847 0.1191
H -10.207 4.694 3.649 0.1095
H -10.890 5.799 2.489 0.1219
C 0.461 0.274 0.368 -0.8340
O -0.107 -0.365 1.192 0.0440
N 1.720 -0.028 0.017 0.1574
N -0.063 1.327 -0.120 0.1762
H 2.028 0.420 -0.835 0.0965
H 2.117 -0.922 0.267 0.1146
H -0.839 1.766 0.355 0.1339
H 0.687 1.790 -0.613 0.1115
```

Computed properties:
* E: -2831.26385 hartree
* spin multiplicity: 1
* net charge: 0

=====

[2]
Below is a 15-piece molecular cluster, C15H60N30O15 overall in a non-equilibrium geometry, with properties calculated with ωB97M-V/def2-TZVPD.

Geometry as XYZ:
```
120
Properties=species:S:1:pos:R:3:lowdin_charge:R:1
C 2.959 0.579 5.991 -0.6681
O 4.011 0.988 5.511 0.0000
N 2.189 -0.348 5.342 0.1670
N 2.347 1.192 7.036 0.1634
H 1.478 -0.826 5.865 0.0957
H 2.439 -0.590 4.395 0.0923
H 2.840 1.909 7.532 0.1097
H 1.446 0.841 7.300 0.0922
C -5.961 -1.498 -1.042 -0.6819
O -6.294 -1.285 0.119 -0.0018
N -6.857 -1.812 -2.028 0.1480
N -4.696 -1.251 -1.485 0.1640
H -6.514 -1.756 -2.970 0.0845
H -7.823 -1.986 -1.837 0.0975
H -4.447 -1.404 -2.463 0.0434
H -3.950 -1.148 -0.822 0.0820
C -0.617 5.428 0.266 -0.6599
O -0.691 6.014 -0.804 0.0153
N -1.161 4.236 0.538 0.1873
N -0.073 6.064 1.365 0.1367
H -1.234 3.839 1.462 0.0574
H -1.823 3.935 -0.165 0.0969
H -0.297 5.788 2.309 0.0807
H 0.194 7.027 1.255 0.1046
C 0.991 -1.098 -4.048 -0.6435
O 1.838 -0.342 -4.504 0.0021
N 0.581 -2.279 -4.603 0.1679
N 0.556 -1.063 -2.745 0.1572
H -0.126 -2.725 -4.044 0.0496
H 0.770 -2.574 -5.541 0.1020
H 1.048 -0.554 -2.033 0.0699
H -0.238 -1.648 -2.527 0.0379
C 3.141 -3.098 2.300 -0.6772
O 2.987 -3.851 3.241 0.0203
N 2.261 -2.085 1.991 0.1486
N 4.204 -3.089 1.439 0.1474
H 1.427 -2.035 2.539 0.0520
H 2.364 -1.560 1.124 0.0352
H 4.297 -2.314 0.803 0.0700
H 4.945 -3.762 1.468 0.1008
C -2.405 -3.800 -1.937 -0.6445
O -1.767 -3.257 -2.846 -0.0296
N -3.088 -4.963 -2.117 0.1832
N -2.261 -3.365 -0.665 0.1729
H -3.799 -5.287 -1.489 0.1016
H -3.099 -5.222 -3.089 0.1088
H -2.733 -3.886 0.054 0.0906
H -2.028 -2.382 -0.579 0.0566
C 2.747 3.212 -2.904 -0.6912
O 3.645 3.425 -3.689 0.0274
N 2.597 3.895 -1.695 0.1380
N 1.852 2.202 -3.005 0.1826
H 1.653 3.939 -1.346 0.0783
H 3.222 4.681 -1.645 0.0971
H 1.135 2.131 -2.305 0.0753
H 1.837 1.626 -3.834 0.0754
C 1.512 -4.823 -0.647 -0.6524
O 0.928 -5.883 -0.423 -0.0073
N 2.851 -4.776 -0.846 0.1619
N 0.894 -3.603 -0.699 0.1950
H 3.356 -3.917 -0.945 0.0797
H 3.280 -5.679 -0.762 0.1057
H -0.040 -3.534 -0.336 0.0465
H 1.443 -2.795 -0.931 0.0629
C -1.197 3.580 -3.334 -0.6336
O -1.552 3.077 -2.254 -0.0248
N -1.120 4.935 -3.476 0.1670
N -1.106 2.946 -4.534 0.1787
H -1.005 5.316 -4.396 0.0946
H -1.117 5.567 -2.688 0.0644
H -1.060 3.519 -5.353 0.1051
H -1.357 1.976 -4.594 0.0759
C -3.323 0.021 -4.257 -0.6663
O -3.699 0.827 -5.096 0.0232
N -3.587 -1.329 -4.256 0.1333
N -2.504 0.403 -3.241 0.1857
H -2.923 -1.976 -3.860 0.0534
H -4.127 -1.637 -5.048 0.1095
H -2.073 -0.270 -2.628 0.0615
H -2.304 1.386 -3.208 0.0497
C 2.379 3.261 2.639 -0.6266
O 1.497 2.487 2.268 -0.0250
N 3.372 2.976 3.536 0.1755
N 2.556 4.537 2.152 0.1633
H 4.041 3.708 3.686 0.0946
H 3.560 2.078 3.972 0.0646
H 1.849 5.113 1.721 0.0601
H 3.350 5.020 2.534 0.0880
C -0.753 0.022 0.463 -0.6250
O -1.164 -0.667 -0.485 -0.0355
N -0.471 1.331 0.364 0.2036
N -0.354 -0.612 1.590 0.1842
H 0.023 1.816 1.117 0.0538
H -0.673 1.823 -0.493 0.0677
H -0.621 -1.574 1.700 0.0572
H -0.024 -0.045 2.354 0.0721
C 3.511 0.180 -0.781 -0.6426
O 2.945 -0.888 -0.486 -0.0467
N 3.353 1.286 -0.031 0.1957
N 4.441 0.250 -1.764 0.1919
H 2.907 1.145 0.860 0.0845
H 3.751 2.178 -0.262 0.0881
H 4.816 1.155 -1.992 0.1007
H 4.740 -0.512 -2.341 0.1130
C -1.425 2.702 3.729 -0.6473
O -0.992 3.808 3.449 0.0097
N -2.770 2.403 3.761 0.1677
N -0.633 1.667 4.181 0.1557
H -2.995 1.479 4.074 0.0939
H -3.345 3.224 3.784 0.1112
H 0.356 1.825 4.287 0.0768
H -1.054 0.911 4.687 0.0912
C -1.275 -4.592 2.275 -0.6475
O -0.637 -3.595 1.974 0.0079
N -1.806 -4.825 3.511 0.1596
N -1.512 -5.576 1.359 0.1610
H -1.650 -4.163 4.246 0.1000
H -2.570 -5.472 3.577 0.0942
H -2.040 -6.397 1.591 0.0996
H -0.873 -5.610 0.568 0.0703
```

Computed properties:
* E: -3379.55952 hartree
* spin multiplicity: 1
* net charge: 0

=====

[3]
Below is C15H6F6GaI2N4O8Sb as an isolated structure in a non-equilibrium geometry, with properties calculated with ωB97M-V/def2-TZVPD.

Geometry as XYZ:
```
43
Properties=species:S:1:pos:R:3:mulliken_spin:R:1
Ga -0.105 -0.158 0.177 -0.0031
I -0.505 0.065 5.298 0.0805
C -1.544 -1.064 3.931 0.1323
C -2.481 -2.015 4.313 -0.0933
C -3.170 -2.779 3.381 0.2414
I -4.510 -4.186 4.070 0.0866
C -2.951 -2.605 1.966 -0.0028
C -3.575 -3.323 0.931 0.0334
C -3.244 -3.063 -0.378 0.0065
C -2.290 -2.088 -0.670 -0.0110
N -1.706 -1.400 0.300 0.0114
C -2.020 -1.648 1.582 0.1647
C -1.271 -0.859 2.547 0.1316
O -0.424 -0.037 2.105 0.2179
H -2.670 -2.164 5.367 0.0024
H -4.308 -4.083 1.167 0.0054
H -3.707 -3.610 -1.186 0.0001
H -1.989 -1.859 -1.683 -0.0033
O 2.827 3.972 -5.072 0.0000
N 3.030 4.328 -3.934 0.0000
O 3.669 5.298 -3.593 0.0000
C 2.293 3.618 -2.873 0.0001
C 2.490 3.999 -1.542 0.0000
C 1.819 3.319 -0.572 -0.0002
C 0.955 2.236 -0.834 -0.0002
O 0.422 1.617 0.175 -0.0003
C 0.767 1.927 -2.200 0.0002
C 1.444 2.610 -3.216 0.0000
N -0.158 0.918 -2.597 -0.0001
O -0.805 0.288 -1.704 -0.0005
O -0.362 0.690 -3.750 0.0000
N 1.985 3.671 0.848 -0.0001
O 3.000 3.301 1.387 0.0000
O 1.123 4.373 1.323 0.0000
H 3.168 4.809 -1.309 0.0000
H 1.295 2.346 -4.253 0.0000
F 0.671 -1.678 -1.089 -0.0001
Sb 2.073 -2.492 0.074 -0.0011
F 0.599 -2.705 1.262 0.0016
F 1.842 -0.593 0.642 0.0002
F 3.253 -2.894 1.438 0.0001
F 3.379 -1.956 -1.120 -0.0001
F 1.692 -4.127 -0.707 0.0000
```

Computed properties:
* E: -4755.46075 hartree
* spin multiplicity: 2
* net charge: +1
* expectation value of S²: 0.775